1.
The following is a quantum chemistry calculation of a cluster of 2 separate species, C2N4O3S in total in a non-equilibrium geometry, from OMol25.

Each atom is followed by the atoms it is bonded to, with distances in Å.
Atoms and positions in Å:
1 C 1.079 1.387 0.129  N3 1.355, N4 1.316
2 C -1.186 -0.897 -0.078  O8 1.162, S10 2.151
3 N 1.297 2.720 0.018  C1 1.355, N5 1.323
4 N 1.781 0.851 1.104  C1 1.316, N6 1.299
5 N 2.161 2.975 0.987  N3 1.323, N6 1.335
6 N 2.462 1.834 1.611  N4 1.299, N5 1.335
7 O -3.128 -2.225 -1.973  S10 1.502
8 O -1.687 -1.191 0.928  C2 1.162
9 O -1.137 -3.301 -0.964  S10 1.487
10 S -1.642 -2.153 -1.763  C2 2.151, O7 1.502, O9 1.487

The HOMO energy (alpha / beta) is 0.40 / -2.17 eV. The total charge is -2. The energy above the lowest of the compared OMol25 structures with the same formula, charge and spin is 2.820 eV. The LUMO energy (alpha / beta) is 5.86 / 5.78 eV. The maximum force is 2.22 eV/Å. Its orbital gap (alpha / beta) is 0.2008 / 0.2922 Ha.

***

2.
The following is a quantum chemistry calculation of a cluster of 2 separate species, C6H16N2O in total in a non-equilibrium geometry, from OMol25.

Each atom is followed by the atoms it is bonded to, with distances in Å.
Atoms and positions in Å:
1 C -0.765 3.081 -0.547  C2 1.505, H9 1.098, H10 1.101, H11 1.092
2 C -0.187 1.750 -0.148  C1 1.505, C3 1.566, H12 1.103, H13 1.102
3 C -0.919 0.491 -0.724  C2 1.566, C4 1.542, H14 1.097, H15 1.086
4 C -0.112 -0.059 -1.917  C3 1.542, C5 1.524, H16 1.102, H17 1.099
5 C 0.921 -1.125 -1.568  C4 1.524, N6 1.481, H18 1.107, H19 1.107
6 N 0.462 -2.266 -0.742  C5 1.481, C7 1.430, H20 1.013
7 C 0.545 -1.996 0.661  N6 1.430, N8 1.261, H21 1.088
8 N -0.379 -2.351 1.443  C7 1.261, H22 1.020
9 H -1.585 3.038 -1.277  C1 1.098
10 H -0.040 3.598 -1.192  C1 1.101
11 H -0.964 3.824 0.228  C1 1.092
12 H -0.105 1.597 0.941  C2 1.103
13 H 0.857 1.767 -0.499  C2 1.102
14 H -1.849 0.811 -1.208  C3 1.097
15 H -1.072 -0.176 0.120  C3 1.086
16 H -0.779 -0.552 -2.642  C4 1.102
17 H 0.462 0.787 -2.320  C4 1.099
18 H 1.145 -1.682 -2.498  C5 1.107
19 H 1.998 -1.080 -1.315  C5 1.107
20 H -0.475 -2.605 -0.926  N6 1.013
21 H 1.445 -1.412 0.843  C7 1.088
22 H -0.160 -2.044 2.391  N8 1.020
23 H -0.407 1.758 3.097  O25 0.959
24 H 1.174 1.753 3.093  O25 0.962
25 O 0.380 1.231 2.945  H23 0.959, H24 0.962

The HOMO energy is -8.86 eV. The total charge is 0. The energy above the lowest of the compared OMol25 structures with the same formula, charge and spin is 2.355 eV. Its structure (SMILES) is [H]/N=C/NCCCCC.O. The LUMO energy is 0.62 eV. The maximum force is 3.95 eV/Å. Its orbital gap is 0.3484 Ha.

***

3.
The following is a quantum chemistry calculation of the ion C4H8N2O2 with charge +1 in a non-equilibrium geometry, from OMol25.

Each atom is followed by the atoms it is bonded to, with distances in Å.
Atoms and positions in Å:
1 C -2.050 -0.358 0.508  N2 1.492, O8 1.333, H9 1.108, H11 1.101
2 N -1.484 0.986 0.823  C1 1.492, C3 1.400, H10 1.027
3 C -0.134 1.212 1.116  N2 1.400, C4 1.393, H12 1.082
4 C 0.949 0.525 0.570  C3 1.393, N5 1.461, O7 1.228
5 N 0.743 -0.379 -0.560  C4 1.461, C6 1.432, H13 1.027
6 C 1.939 -0.877 -1.171  N5 1.432, H14 1.094, H15 1.085, H16 1.096
7 O 2.135 0.761 0.782  C4 1.228
8 O -2.098 -0.694 -0.781  C1 1.333
9 H -3.097 -0.298 0.864  C1 1.108
10 H -1.788 1.562 0.029  N2 1.027
11 H -1.612 -1.089 1.204  C1 1.101
12 H 0.005 2.074 1.755  C3 1.082
13 H -0.184 -0.427 -0.999  N5 1.027
14 H 1.661 -1.623 -1.921  C6 1.094
15 H 2.635 -1.310 -0.460  C6 1.085
16 H 2.381 -0.066 -1.759  C6 1.096

The HOMO energy (alpha / beta) is -15.26 / -14.47 eV. The expectation value of S² is 1.073. The total charge is +1. The energy above the lowest of the compared OMol25 structures with the same formula, charge and spin is 3.847 eV. As for the spin multiplicity: 2. The LUMO energy (alpha / beta) is -7.60 / -8.19 eV. The maximum force is 5.51 eV/Å. Its orbital gap (alpha / beta) is 0.2814 / 0.2307 Ha.

***

4.
The following is a quantum chemistry calculation of a cluster of 2 separate species, C6H8 in total, from OMol25.

Each atom is followed by the atoms it is bonded to, with distances in Å.
Atoms and positions in Å:
1 C -1.570 -0.849 -1.011  C2 1.305, H7 1.087, H13 1.089
2 C -1.616 -0.360 0.198  C1 1.305, C3 1.306
3 C -1.597 0.132 1.407  C2 1.306, H8 1.088, H9 1.087
4 C 1.569 -0.169 0.596  C5 1.500, C6 1.292, H10 1.078
5 C 1.521 0.838 -0.514  C4 1.500, C6 1.502, H11 1.094, H12 1.095
6 C 1.848 -0.626 -0.580  C4 1.292, C5 1.502, H14 1.079
7 H -2.460 -0.993 -1.618  C1 1.087
8 H -1.483 1.201 1.575  C3 1.088
9 H -1.674 -0.513 2.279  C3 1.087
10 H 1.428 -0.328 1.654  C4 1.078
11 H 2.321 1.578 -0.609  C5 1.094
12 H 0.552 1.195 -0.877  C5 1.095
13 H -0.607 -1.124 -1.439  C1 1.089
14 H 2.118 -1.452 -1.220  C6 1.079

The HOMO energy is -9.31 eV. The total charge is 0. The energy above the lowest of the compared OMol25 structures with the same formula, charge and spin is 3.867 eV. Its structure (SMILES) is C1=CC1.C=C=C. The LUMO energy is 1.16 eV. The maximum force is 0.37 eV/Å. Its orbital gap is 0.3849 Ha.